Record 1
{"formula": "C7H12FN3O6P2S", "method": "wB97M-V/def2-TZVPD", "largest_force_ev_per_a": 3.71, "energy_ev": -56341.0746, "charge": 0, "symbols": ["O", "P", "O", "O", "P", "N", "C", "C", "C", "C", "C", "C", "S", "O", "O", "F", "H", "H", "H", "H", "H", "H", "H", "H", "C", "O", "N", "N", "H", "H", "H", "H"], "positions_angstrom": [[0.5016, 3.2920, -0.4946], [1.4229, 2.1951, -0.8043], [1.8187, 1.4081, 0.5402], [2.7662, 2.6442, -1.5366], [0.3640, 0.7018, -2.0344], [-0.5470, -0.1254, -0.7608], [-1.9616, 0.2515, -0.8667], [-2.4702, 1.0323, 0.1460], [-3.7747, 1.4629, 0.1507], [-4.5990, 1.1235, -0.9091], [-4.0863, 0.3445, -1.9198], [-2.7869, -0.0970, -1.9180], [-0.3097, -1.7959, -0.8131], [0.8119, -2.0440, 0.0204], [-0.1079, -2.2565, -2.1398], [-1.5352, -2.4682, -0.1529], [1.0064, 0.9753, 0.8497], [2.6188, 2.6553, -2.4933], [-0.6104, 1.3771, -2.7962], [-1.8149, 1.3084, 0.9698], [-4.0938, 2.0558, 1.0027], [-5.6182, 1.4978, -0.9017], [-4.7537, 0.1101, -2.7462], [-2.4074, -0.6908, -2.7484], [3.6166, -2.3655, 2.9019], [3.1386, -3.4707, 3.0812], [4.6258, -1.8680, 3.6855], [3.1922, -1.5283, 1.9105], [5.0348, -0.9626, 3.5575], [4.9630, -2.4558, 4.4244], [2.4526, -1.8544, 1.3116], [3.5767, -0.6162, 1.7520]]}

=====

Record 2
{"formula": "C7H12FO5", "method": "wB97M-V/def2-TZVPD", "largest_force_ev_per_a": 4.91, "energy_ev": -20405.4635, "charge": -1, "symbols": ["C", "C", "C", "C", "C", "C", "C", "O", "O", "O", "O", "O", "F", "H", "H", "H", "H", "H", "H", "H", "H", "H", "H", "H", "H"], "positions_angstrom": [[2.4508, -0.1593, 0.2203], [1.2679, -0.6593, -2.0073], [-0.1582, -2.2689, 0.9196], [-2.6942, 0.9814, -0.7621], [-0.0642, 1.7386, 1.6546], [1.3999, 0.2331, -0.8048], [-0.7649, -0.0589, 0.2179], [2.7308, -1.4061, 0.1972], [2.7642, 0.7025, 1.0346], [-1.0786, -1.3527, 0.2259], [-1.3020, 0.6376, -0.8156], [-0.8277, 0.5941, 1.4531], [1.5102, 1.5365, -1.2226], [0.9806, -1.6611, -1.5323], [0.4784, -0.3102, -2.6595], [2.2052, -0.6405, -2.5032], [0.8996, -2.1571, 0.7308], [-0.2735, -3.2146, 0.5480], [-0.3651, -2.2649, 2.0282], [-3.2433, 1.6037, -1.5760], [-2.9468, 1.6650, 0.1320], [-3.3091, 0.0661, -0.6355], [0.9294, 1.7938, 1.3173], [-0.1442, 1.8481, 2.7788], [-0.4453, 2.7534, 1.0606]]}

=====

Record 3
{"formula": "C7H12N", "method": "wB97M-V/def2-TZVPD", "largest_force_ev_per_a": 1.79, "energy_ev": -8935.4963, "smiles": "C=C(C)[N+](=C)/C=C/C", "charge": 1, "symbols": ["C", "C", "C", "C", "C", "C", "C", "N", "H", "H", "H", "H", "H", "H", "H", "H", "H", "H", "H", "H"], "positions_angstrom": [[1.0860, -0.4991, 0.1326], [0.3119, -0.7417, 1.1966], [1.5637, 0.8715, -1.7212], [-0.5870, 0.9893, -0.7519], [0.6251, -1.7459, 2.2265], [-1.6178, 0.0702, -1.3205], [-0.7832, 2.2058, -0.2742], [0.7594, 0.4602, -0.8153], [2.0233, -1.0145, -0.0273], [1.2344, 1.6158, -2.4310], [2.5716, 0.4916, -1.7871], [1.5026, -2.3404, 1.9791], [-0.2351, -2.4040, 2.3651], [0.7820, -1.2489, 3.1864], [-2.5944, 0.5457, -1.2985], [-1.6693, -0.8663, -0.7653], [-1.3753, -0.1744, -2.3563], [0.0219, 2.8132, 0.1049], [-0.5953, -0.1728, 1.3568], [-1.7715, 2.6254, -0.2252]]}

=====

Record 4
{"formula": "C7H12N", "method": "wB97M-V/def2-TZVPD", "largest_force_ev_per_a": 3.07, "energy_ev": -8931.0850, "charge": 1, "symbols": ["C", "C", "C", "C", "C", "C", "C", "N", "H", "H", "H", "H", "H", "H", "H", "H", "H", "H", "H", "H"], "positions_angstrom": [[-1.7852, -2.2427, 0.0621], [-0.6457, -3.1374, -0.1466], [0.6960, 0.9766, -1.6034], [-0.8392, 1.2846, -1.4050], [0.0140, 0.9569, -0.3010], [1.5625, 0.9441, 1.7109], [0.2575, 1.3115, 1.1094], [-0.7251, -1.6239, -0.0989], [-2.9022, -2.2603, 0.3519], [-0.0637, -3.4057, 0.7293], [-0.4262, -3.5213, -1.1286], [0.9569, 0.1825, -2.4136], [1.3905, 1.7449, -1.7619], [-1.2350, 2.2831, -1.5877], [-1.5430, 0.5841, -1.7303], [1.5341, -0.0976, 1.8477], [1.7549, 1.3603, 2.6594], [2.3703, 1.1131, 1.0952], [0.2499, 2.4567, 0.8904], [-0.6212, 1.0907, 1.7210]]}